Density functional theory data (ωB97M-V/def2-TZVPD) for an isolated ion of composition C5H14ClN5O5P3S and charge +1.

Element x y z (Å)
C  -4.22  0.95  1.01
C  -2.86  1.46  0.40
C  -1.77  1.31  1.50
O  -1.02  0.07  1.48
N  0.06  0.10  0.68
N  0.92  1.12  0.57
C  1.92  0.90  -0.25
P  3.26  2.12  -0.60
O  4.50  1.92  0.45
O  3.78  1.83  -2.10
S  2.51  3.86  -0.34
N  1.73  -0.36  -0.74
C  0.62  -0.84  -0.15
N  0.20  -2.11  -0.40
P  1.15  -3.10  -1.59
N  1.25  -2.22  -3.06
O  2.72  -3.24  -1.03
P  -1.19  -2.96  0.29
O  -1.06  -2.82  1.95
Cl  -2.90  -1.90  -0.33
H  -4.88  0.59  0.20
H  -3.97  0.04  1.59
H  -4.71  1.71  1.64
H  -2.61  0.94  -0.55
H  -3.02  2.52  0.14
H  -1.16  2.23  1.50
H  -2.31  1.32  2.47
H  0.89  2.03  1.05
H  4.21  1.35  1.18
H  3.84  0.86  -2.25
H  0.89  -1.27  -2.99
H  0.73  -2.72  -3.78
H  2.66  -3.17  -0.06
H  -0.15  -2.50  2.12

As for the HOMO energy: -12.096 eV. Its HOMO-LUMO gap is 7.85 eV. Its SMILES is CCCOn1[nH]c(P(O)(O)=S)n/c1=[N+](\P(N)O)P(O)Cl. As for the total charge: +1. The calculation puts the total energy at -2731.1416 Ha.

Density functional theory data (ωB97M-V/def2-TZVPD) for C5H14GaINO2 as an isolated structure.

Element x y z (Å)
C  1.77  -1.69  0.50
C  2.56  -0.36  -0.04
O  2.73  -0.47  -1.51
C  1.62  1.00  0.20
N  0.37  0.83  -0.64
C  -0.84  1.53  -0.01
C  -1.69  0.56  1.02
O  -3.13  0.53  0.75
Ga  -3.64  -0.91  -0.38
I  -1.72  -1.91  -1.85
H  2.44  -2.65  0.58
H  0.91  -1.96  -0.27
H  1.30  -1.46  1.56
H  3.61  -0.28  0.50
H  3.29  0.32  -1.80
H  2.26  1.90  -0.19
H  1.43  1.14  1.35
H  0.55  1.38  -1.51
H  -1.53  1.88  -0.89
H  -0.40  2.48  0.57
H  -1.56  1.05  2.10
H  -1.18  -0.50  1.01
H  -4.43  -2.10  0.39
H  -4.73  -0.30  -1.42

As for the HOMO energy: -4.591 eV. Its HOMO-LUMO gap is 7.51 eV. As for the total charge: -1. The calculation puts the total energy at -2626.6122 Ha.

Density functional theory data (ωB97M-V/def2-TZVPD) for C5H14N as an isolated structure.

Element x y z (Å)
C  -3.07  -0.26  0.04
C  0.14  -0.44  0.80
C  1.11  0.39  0.02
C  1.05  0.01  -1.47
C  2.52  0.20  0.58
N  -1.86  0.52  -0.10
H  -3.13  -1.00  -0.76
H  -3.92  0.42  -0.08
H  0.22  -1.51  0.57
H  -0.99  0.00  0.19
H  0.87  1.45  0.16
H  0.05  -0.04  -1.89
H  1.65  0.71  -2.05
H  1.50  -0.98  -1.56
H  2.62  0.46  1.63
H  3.31  0.69  0.02
H  2.80  -0.86  0.58
H  0.25  -0.39  1.88
H  -1.92  1.37  0.44
H  -3.18  -0.76  1.00

As for the HOMO energy: -15.353 eV. Its HOMO-LUMO gap is 7.97 eV. As for the total charge: +1. The calculation puts the total energy at -253.2590 Ha.

Density functional theory data (ωB97M-V/def2-TZVPD) for a 3-piece molecular cluster, C5H14N2 overall.

Element x y z (Å)
C  -0.48  0.70  1.22
C  -0.95  -0.44  0.31
C  0.06  -1.16  -0.48
C  -0.90  -0.14  -1.16
C  3.46  0.55  0.06
N  2.41  0.35  -0.90
N  -3.58  0.02  0.70
H  0.53  1.00  0.91
H  -0.47  0.34  2.26
H  -1.13  1.57  1.11
H  -4.23  0.25  -0.05
H  -0.09  -2.23  -0.58
H  1.10  -0.76  -0.58
H  -1.75  -0.52  -1.71
H  -0.36  0.74  -1.49
H  3.85  -0.40  0.44
H  3.05  1.16  0.88
H  4.33  1.16  -0.22
H  2.75  -0.33  -1.59
H  -4.16  -0.43  1.42
H  -2.11  -0.63  0.55

As for the HOMO energy (spin up / spin down): -1.767 / -1.695 eV. Its HOMO-LUMO gap (spin up / spin down) is 5.11 / 4.04 eV. As for the total charge: -1. The calculation puts the total energy at -308.2184 Ha. The spin multiplicity is 2. The expectation value of S² is 0.76.

Density functional theory data (ωB97M-V/def2-TZVPD) for C5H14N2 in the gas phase.

Element x y z (Å)
C  -2.46  -1.49  -1.07
N  -1.11  -1.35  -0.51
C  -1.02  1.19  -0.46
C  -0.27  -0.09  -0.69
C  1.00  -0.36  0.08
N  1.44  1.02  0.74
C  2.55  0.80  1.67
H  -2.20  -1.51  -2.18
H  -2.81  -2.41  -0.72
H  -3.16  -0.65  -1.01
H  -1.25  -1.47  0.51
H  -1.36  1.04  0.61
H  -1.82  1.46  -1.10
H  -0.41  2.07  -0.45
H  -0.12  -0.11  -1.86
H  1.78  -0.83  -0.53
H  0.89  -1.06  0.86
H  1.73  1.65  0.03
H  3.64  0.91  1.57
H  2.61  -0.28  1.96
H  2.35  1.47  2.53

As for the HOMO energy: -8.795 eV. Its HOMO-LUMO gap is 9.84 eV. Its SMILES is CNC[C@H](C)NC. The calculation puts the total energy at -308.3272 Ha.

Density functional theory data (ωB97M-V/def2-TZVPD) for C5H14N2 in the gas phase.

Element x y z (Å)
N  -1.92  -0.90  1.61
C  -0.55  -0.20  1.26
C  0.66  -0.74  2.03
C  -0.36  -0.48  -0.26
N  0.53  0.67  -0.74
C  -0.38  1.63  -1.47
C  1.41  0.16  -1.87
H  -1.83  -1.84  1.55
H  -2.09  -0.59  2.51
H  -0.75  0.86  1.47
H  1.67  -0.49  1.57
H  0.80  -0.44  2.95
H  0.67  -1.82  2.00
H  0.23  -1.37  -0.33
H  -1.29  -0.43  -0.82
H  -1.22  2.08  -0.78
H  -1.10  1.29  -2.13
H  0.25  2.54  -1.82
H  2.14  -0.64  -1.53
H  0.96  -0.28  -2.83
H  2.15  0.99  -2.36

As for the HOMO energy: -9.167 eV. Its HOMO-LUMO gap is 10.27 eV. Its SMILES is C[C@H](N)CN(C)C. The calculation puts the total energy at -308.3181 Ha.

Density functional theory data (ωB97M-V/def2-TZVPD) for C5H14N2 in the gas phase.

Element x y z (Å)
N  -3.18  0.75  -0.41
C  -2.25  -0.17  0.22
C  -0.89  0.18  -0.41
N  0.30  -0.47  0.28
C  1.37  -0.60  -0.77
C  2.88  -0.21  -0.39
C  0.68  0.33  1.48
H  -3.30  0.35  -1.32
H  -4.16  0.64  -0.05
H  -2.47  -1.24  -0.11
H  -2.26  -0.16  1.28
H  -0.67  1.26  -0.55
H  -0.84  -0.35  -1.37
H  1.32  -1.71  -0.94
H  1.03  -0.10  -1.65
H  3.33  0.61  -0.92
H  2.93  0.15  0.63
H  3.64  -0.95  -0.51
H  1.20  1.32  1.28
H  1.40  -0.23  2.10
H  -0.06  0.61  2.13

As for the HOMO energy: -8.388 eV. Its HOMO-LUMO gap is 9.50 eV. Its SMILES is CCN(C)CCN. The calculation puts the total energy at -308.3416 Ha.

Density functional theory data (ωB97M-V/def2-TZVPD) for C5H14N2 in the gas phase.

Element x y z (Å)
C  -1.30  1.01  -1.07
C  -2.03  -0.68  0.44
N  -1.08  0.39  0.22
H  1.18  -0.28  -1.45
H  -0.58  1.81  -1.22
H  -2.30  1.44  -1.08
H  -1.22  0.30  -1.91
H  -3.04  -0.27  0.39
H  -1.88  -1.09  1.44
H  -1.95  -1.50  -0.29
C  1.12  1.30  0.77
N  2.23  -1.47  -0.14
C  0.98  -0.87  -0.55
C  0.30  0.03  0.51
H  2.10  -2.01  0.71
H  2.92  -0.75  0.06
H  0.30  -1.69  -0.81
H  0.26  -0.54  1.45
H  2.04  1.05  1.30
H  0.55  1.98  1.39
H  1.38  1.80  -0.16

As for the HOMO energy: -8.073 eV. Its HOMO-LUMO gap is 9.14 eV. Its SMILES is C[C@H](CN)N(C)C. The calculation puts the total energy at -308.3944 Ha.

For each record above, in turn, the calculated largest force on an atom values are 0.0774, 0.0587, 0.0784, 0.0391, 0.0990, 0.1045, 0.0700, 0.0086 Eh/bohr.